# 1
The following is a DFT calculation (ωB97M-V/def2-TZVPD) of a 14-piece molecular cluster, CH27O16 overall at a distorted geometry.

Cartesian coordinates (Å):
1 C 0.6533 0.3907 0.6949
2 O 1.4790 -0.4363 0.3833
3 O 0.3233 0.5294 1.9483
4 O 0.1013 1.1471 -0.1030
5 H 0.8110 -0.0688 2.5075
6 O 1.9142 2.8925 -0.9243
7 H 1.2243 2.3010 -0.7490
8 H 2.6475 2.5724 -0.4702
9 O 0.8565 -2.2073 2.5397
10 H 0.7583 -3.1514 2.4950
11 H 0.2020 -1.9895 1.8578
12 O -2.4857 -1.1061 3.5625
13 H -1.6351 -1.1049 3.1428
14 H -2.8042 -0.2259 3.5936
15 O -2.5982 0.7546 1.0683
16 H -3.0848 0.6763 0.2582
17 H -1.7458 1.1590 1.0423
18 O 2.7638 -3.6886 0.9318
19 H 1.9895 -4.1175 0.4964
20 H 2.3640 -2.9059 1.2502
21 O 3.9878 -1.0245 -0.0830
22 H 3.1347 -0.9493 0.3679
23 H 3.7988 -1.7630 -0.6764
24 O -1.2320 -0.1763 -1.9703
25 H -0.7133 0.1897 -1.2728
26 H -2.1735 0.0967 -1.9424
27 O -1.6373 -1.7537 0.8497
28 H -2.0337 -0.9152 0.8447
29 H -1.7471 -2.1246 -0.0065
30 O -0.7277 2.2918 -3.0792
31 H -1.6891 2.2002 -3.2490
32 H -0.6563 1.6251 -2.4488
33 O -3.1807 2.1994 -1.2825
34 H -3.8959 2.5210 -0.7430
35 H -2.4283 2.5374 -0.7832
36 O 2.2372 -0.0129 -2.3672
37 H 3.0062 0.5218 -2.4000
38 H 1.8086 0.2645 -1.5821
39 O 0.4968 -2.5630 -1.1144
40 H 1.3443 -2.6266 -1.6244
41 H 0.6541 -1.9709 -0.4162
42 O -0.9770 3.3618 0.0199
43 H -0.3476 2.6503 0.0944
44 H -0.7631 3.9994 -0.6614

Gap between HOMO and LUMO (eV): 10.1
E_HOMO (eV): -7.4
Total charge: -1
Strongest force on any atom (eV Å⁻¹): 3.26
Relative energy (zero: lowest compared OMol25 entry of this formula, charge and spin) (kJ/mol): 46.7


# 2
The following is a DFT calculation (ωB97M-V/def2-TZVPD) of one molecule with the formula C4H10NO2 at a distorted geometry.

Cartesian coordinates (Å):
1 C -1.5754 0.5863 -0.3353
2 O -1.1484 0.6259 -1.6675
3 C -0.4488 0.5913 0.8306
4 C 0.6485 -0.4264 0.5008
5 C 0.5039 -1.4204 -0.5812
6 O 1.7204 -1.7822 -1.2723
7 N -0.0443 2.0029 0.8220
8 H -2.1358 -0.4394 0.0192
9 H -2.3745 1.3995 0.0437
10 H -0.7706 0.2492 1.8209
11 H 1.1825 -1.1499 1.2811
12 H 1.6360 0.2062 0.3139
13 H -0.3411 -1.3245 -1.3744
14 H -0.0107 -2.3872 -0.2855
15 H 2.2719 -0.9601 -1.3563
16 H 0.0873 2.1927 -0.1376
17 H 0.7992 2.0362 1.3780

Gap between HOMO and LUMO (alpha / beta) (eV): 10.5 / 7.6
E_HOMO (alpha / beta) (eV): -9.7 / -9.6
Strongest force on any atom (eV Å⁻¹): 4.97
2S+1: 2
Relative energy (zero: lowest compared OMol25 entry of this formula, charge and spin) (kJ/mol): 326.1


# 3
The following is a DFT calculation (ωB97M-V/def2-TZVPD) of C45H72N6O2PRuTe as an isolated structure at a distorted geometry.

Cartesian coordinates (Å):
1 Ru -0.3929 0.4884 -0.4169
2 N 0.6720 -1.1219 0.4629
3 C 0.7278 -2.4344 -0.2003
4 C -0.6727 -3.0033 -0.3671
5 C -1.4653 -2.2839 -1.4481
6 N -1.8753 -0.9215 -1.0252
7 H 1.5989 -0.7063 0.5299
8 H 0.3378 -1.2293 1.4173
9 H 1.3666 -3.1169 0.3645
10 H 1.1826 -2.2734 -1.1750
11 H -1.2137 -2.9484 0.5853
12 H -0.6102 -4.0617 -0.6213
13 H -2.3554 -2.8559 -1.7158
14 H -0.8551 -2.1715 -2.3437
15 H -2.4865 -0.9996 -0.2151
16 H -2.4476 -0.5346 -1.7726
17 C -1.5479 8.2412 -3.4670
18 C -1.6647 6.8119 -3.0243
19 C -0.6572 5.8943 -3.2733
20 C -0.7336 4.5731 -2.8414
21 C 0.3996 3.6625 -3.2139
22 C -1.8704 4.1595 -2.1386
23 Te -2.1443 2.2120 -1.4241
24 C -2.9279 5.0670 -1.8960
25 C -4.1813 4.6967 -1.1458
26 C -2.7937 6.3731 -2.3357
27 H -0.7547 8.3685 -4.2013
28 H -1.3227 8.8847 -2.6141
29 H -2.4832 8.5948 -3.9002
30 H 0.2207 6.2090 -3.8277
31 H 0.3202 3.3724 -4.2648
32 H 0.4244 2.7463 -2.6220
33 H 1.3473 4.1874 -3.0977
34 H -4.6105 3.7577 -1.4949
35 H -4.9337 5.4734 -1.2664
36 H -3.9838 4.5900 -0.0760
37 H -3.5984 7.0734 -2.1427
38 O 1.2754 1.3737 0.8793
39 P 2.1912 2.5803 1.1026
40 C 3.1278 2.9927 -0.3915
41 C 3.5936 1.7115 -1.1133
42 C 4.3700 2.0135 -2.4016
43 C 5.3777 3.1713 -2.2562
44 C 5.6032 3.5382 -0.7955
45 C 4.2970 3.9896 -0.1451
46 C 3.3072 2.2130 2.4929
47 C 4.3679 1.1481 2.1576
48 C 4.9960 0.6265 3.4474
49 C 3.9694 -0.1642 4.2768
50 C 2.5363 0.2967 3.9847
51 C 2.4860 1.8041 3.7495
52 C 1.1925 4.0153 1.5982
53 C 0.1176 4.3192 0.5170
54 C 0.3381 5.6836 -0.1269
55 C 0.2525 6.7956 0.9215
56 C 1.0150 6.4352 2.2164
57 C 1.9828 5.2748 1.9924
58 H 2.3660 3.4683 -1.0186
59 H 2.7309 1.0829 -1.3447
60 H 4.2322 1.1311 -0.4483
61 H 3.6676 2.2268 -3.2098
62 H 4.8962 1.1015 -2.6851
63 H 5.0171 4.0583 -2.7849
64 H 6.3268 2.9041 -2.7209
65 H 6.3272 4.3506 -0.7209
66 H 6.0331 2.6891 -0.2567
67 H 4.0256 4.9593 -0.5694
68 H 4.4651 4.1594 0.9195
69 H 3.8282 3.1476 2.7169
70 H 5.1301 1.5785 1.5080
71 H 3.9117 0.3131 1.6164
72 H 5.3697 1.4778 4.0224
73 H 5.8610 0.0043 3.2192
74 H 4.1816 -0.0335 5.3388
75 H 4.0585 -1.2324 4.0715
76 H 1.8828 0.0248 4.8167
77 H 2.1457 -0.2102 3.0966
78 H 2.8902 2.3182 4.6241
79 H 1.4494 2.1332 3.6612
80 H 0.6842 3.6659 2.5036
81 H -0.8749 4.3003 0.9781
82 H 0.1057 3.5339 -0.2443
83 H -0.4059 5.8486 -0.9091
84 H 1.3128 5.7017 -0.6261
85 H -0.7985 6.9775 1.1553
86 H 0.6401 7.7239 0.5005
87 H 0.3129 6.1581 3.0079
88 H 1.5660 7.3005 2.5840
89 H 2.5586 5.0871 2.9012
90 H 2.6943 5.5511 1.2140
91 C 2.0170 -0.2546 -6.7280
92 N 1.1550 -0.0505 -5.5789
93 N 1.5788 -0.2658 -4.2807
94 C 0.5598 0.0654 -3.4183
95 O 0.6916 -0.1168 -2.1726
96 C -0.4988 0.5349 -4.2286
97 C -0.0840 0.4550 -5.5413
98 C -0.8072 0.8575 -6.7782
99 C 2.7309 -1.0584 -3.9873
100 C 3.9993 -0.5412 -4.1979
101 C 5.1086 -1.3318 -3.9354
102 C 4.9439 -2.6246 -3.4579
103 C 3.6692 -3.1359 -3.2517
104 C 2.5570 -2.3550 -3.5252
105 H 2.6755 -1.0988 -6.5448
106 H 2.6134 0.6331 -6.9411
107 H 1.3900 -0.4837 -7.5848
108 H -1.4606 0.8815 -3.8974
109 H -1.8214 1.1571 -6.5278
110 H -0.8590 0.0369 -7.4941
111 H -0.3104 1.6976 -7.2659
112 H 4.1141 0.4686 -4.5695
113 H 6.1013 -0.9372 -4.1049
114 H 5.8106 -3.2406 -3.2594
115 H 3.5420 -4.1504 -2.8983
116 H 1.5560 -2.7490 -3.4026
117 C -1.4892 1.3441 4.9460
118 N -1.7843 1.0981 3.5399
119 C -3.0143 1.1813 2.9403
120 C -2.8125 0.8993 1.6270
121 N -1.4730 0.6399 1.4087
122 C -0.8930 0.7799 2.5906
123 H -2.2058 0.8145 5.5686
124 H -1.5396 2.4100 5.1610
125 H -0.4898 0.9765 5.1654
126 H -3.9080 1.4203 3.4894
127 H -3.5501 0.8526 0.8437
128 H 0.1578 0.6607 2.7822

Gap between HOMO and LUMO (alpha / beta) (eV): 8.6 / 6.2
E_HOMO (alpha / beta) (eV): -12.3 / -12.6
Total charge: +2
Strongest force on any atom (eV Å⁻¹): 1.25
2S+1: 2
Relative energy (zero: lowest compared OMol25 entry of this formula, charge and spin) (kJ/mol): 17.6


# 4
The following is a DFT calculation (ωB97M-V/def2-TZVPD) of a 5-piece molecular cluster, C36H64O16P overall at a distorted geometry.

Cartesian coordinates (Å):
1 C 9.2692 -4.7696 0.9646
2 C 8.9135 -3.4156 1.5258
3 O 9.6604 -2.7502 2.1991
4 O 7.6665 -3.0619 1.2053
5 C 7.1563 -1.8668 1.8427
6 C 7.6620 -0.5851 1.1628
7 C 6.5300 0.3105 0.6297
8 C 5.7183 1.0115 1.7431
9 C 4.2047 0.8315 1.5792
10 C 3.3676 1.9500 2.1994
11 C 1.9802 2.0476 1.5919
12 C 1.1479 0.7824 1.4132
13 O 0.0742 1.2654 0.6376
14 P -0.5204 2.7627 1.4568
15 C -2.2197 2.4550 0.6715
16 C -2.9878 1.3036 1.3106
17 C -3.9724 0.5988 0.3596
18 C -3.1943 -0.2062 -0.6858
19 C -4.8537 -0.3848 1.1596
20 C -6.2939 -0.5163 0.5996
21 C -7.2644 -0.4957 1.7557
22 C -8.1659 -1.4531 1.9888
23 C -8.8841 -2.1614 0.8622
24 C -8.5142 -1.9027 3.3917
25 O 1.1183 2.9514 2.2103
26 H 8.9867 -4.8615 -0.0816
27 H 8.7482 -5.5320 1.5439
28 H 10.3371 -4.9313 1.0817
29 H 6.0752 -1.9387 1.7629
30 H 7.4073 -1.8837 2.9001
31 H 8.2597 -0.0200 1.8808
32 H 8.3052 -0.8723 0.3265
33 H 5.8526 -0.3420 0.0697
34 H 6.9623 1.0300 -0.0672
35 H 5.9963 0.5119 2.6726
36 H 5.9723 2.0708 1.7905
37 H 3.9696 0.8168 0.5073
38 H 3.8952 -0.1350 1.9753
39 H 3.8711 2.9074 2.0342
40 H 3.2904 1.8166 3.2862
41 H 2.1300 2.3881 0.5462
42 H 1.6520 -0.0336 0.8863
43 H 0.7440 0.4309 2.3762
44 H -0.0604 3.5226 0.3135
45 H -0.9369 3.9866 2.1166
46 H -0.8783 2.0007 2.6391
47 H -1.9839 2.1628 -0.3519
48 H -2.8113 3.3742 0.6716
49 H -3.5583 1.6909 2.1639
50 H -2.3033 0.5460 1.7073
51 H -4.6124 1.3464 -0.1181
52 H -3.8971 -0.8184 -1.2626
53 H -2.5220 -0.8981 -0.1765
54 H -2.6356 0.4174 -1.3812
55 H -4.3728 -1.3661 1.1824
56 H -4.8949 -0.0444 2.1973
57 H -6.3857 -1.4727 0.0953
58 H -6.4738 0.2972 -0.1076
59 H -7.1921 0.3458 2.4432
60 H -9.0370 -1.4820 0.0267
61 H -9.8629 -2.4850 1.2228
62 H -8.3662 -3.0423 0.4677
63 H -9.4547 -1.4782 3.7619
64 H -7.7164 -1.6298 4.0781
65 H -8.6058 -2.9905 3.3835
66 C -9.9324 0.2118 -5.3032
67 C -9.2292 -0.9617 -4.6692
68 C -9.9400 -1.5742 -3.4771
69 O -8.8541 -2.0769 -2.6969
70 C -7.7563 -1.3253 -2.9819
71 O -6.7473 -1.3330 -2.3621
72 O -7.9887 -0.5565 -4.0735
73 H -9.9143 1.0683 -4.6292
74 H -9.4383 0.5089 -6.2268
75 H -10.9675 -0.0461 -5.5322
76 H -9.0033 -1.7287 -5.4162
77 H -10.6164 -2.3838 -3.7397
78 H -10.4767 -0.8233 -2.8906
79 C 9.4146 -1.6614 -4.4161
80 C 9.1087 -0.1918 -4.2729
81 C 9.7962 0.4963 -3.1087
82 O 8.8698 1.5298 -2.7729
83 C 7.6319 1.1175 -3.1543
84 O 6.6177 1.6404 -2.8405
85 O 7.7269 0.0169 -3.9442
86 H 8.9692 -2.2182 -3.5913
87 H 9.0028 -2.0566 -5.3438
88 H 10.4931 -1.8253 -4.4201
89 H 9.3109 0.3398 -5.2076
90 H 10.7604 0.9288 -3.3641
91 H 9.9092 -0.1690 -2.2482
92 C -1.6749 2.7329 -3.2936
93 C -2.9315 2.3932 -4.0543
94 C -2.9532 2.8945 -5.4829
95 O -4.3515 3.0962 -5.7192
96 C -4.9377 3.3400 -4.5160
97 O -6.0490 3.7472 -4.3898
98 O -4.0873 3.0655 -3.5101
99 H -1.6224 3.8039 -3.0953
100 H -1.6464 2.2297 -2.3304
101 H -0.7922 2.4300 -3.8589
102 H -3.1215 1.3171 -4.0160
103 H -2.5528 2.1833 -6.2010
104 H -2.4365 3.8522 -5.5874
105 C 0.8365 -0.2452 5.7433
106 C 1.9669 -1.2256 5.5576
107 C 2.9808 -1.2821 6.6860
108 O 4.1900 -1.6450 6.0022
109 C 4.0734 -1.2075 4.7236
110 O 4.9534 -1.1403 3.9263
111 O 2.8071 -0.8351 4.4624
112 H 1.2110 0.7773 5.6884
113 H 0.0896 -0.3592 4.9595
114 H 0.3543 -0.4040 6.7095
115 H 1.5815 -2.2259 5.3384
116 H 2.7482 -2.0215 7.4480
117 H 3.1254 -0.3048 7.1534

Gap between HOMO and LUMO (eV): 5.9
E_HOMO (eV): -4.0
Total charge: -1
Strongest force on any atom (eV Å⁻¹): 1.07


What is the formula in the fourth record?
C36H64O16P